Here is a structure of composition C23H21Cl3CoN3O2S5 at a distorted geometry from the OMol25 dataset. Energies are from wB97M-V/def2-TZVPD.

XYZ file:
```
58
Properties=species:S:1:pos:R:3:forces:R:3
Co -0.596 0.066 -0.230 -0.5 -0.6 -0.3
S -2.289 -1.131 -1.627 0.1 -0.1 0.1
C -2.711 -0.022 -2.886 0.0 0.0 0.0
C -3.806 -0.321 -3.731 0.1 0.1 -0.1
C -4.196 0.516 -4.754 0.0 0.0 0.0
C -3.516 1.710 -4.995 0.0 0.1 0.0
C -2.428 2.021 -4.201 0.0 0.0 0.0
C -2.031 1.183 -3.159 0.0 -0.1 -0.1
S -0.583 1.672 -2.237 -0.3 0.2 0.2
C -1.294 3.064 -1.306 0.3 -0.2 -0.1
C -2.086 2.709 -0.071 -0.1 0.0 0.0
C -2.710 3.737 0.628 -0.1 0.1 -0.1
C -3.383 3.440 1.796 0.0 -0.1 0.0
C -3.420 2.124 2.227 -0.1 0.1 -0.1
C -2.808 1.142 1.459 -0.2 -0.2 0.1
C -2.876 -0.300 1.852 0.4 -0.4 -0.1
S -1.283 -1.179 1.672 0.2 0.1 0.3
C 1.586 -2.839 1.213 0.0 0.1 0.2
C 1.593 -4.090 1.826 -0.1 0.0 0.1
C 1.347 -5.229 1.077 0.0 0.0 0.0
C 1.085 -5.096 -0.286 0.0 0.0 0.0
C 1.053 -3.851 -0.885 -0.1 0.0 0.1
C 1.288 -2.673 -0.151 0.2 -0.1 0.0
S 1.352 -1.125 -0.926 0.3 0.1 -0.5
N -2.149 1.445 0.331 0.2 0.5 0.3
H -4.333 -1.250 -3.550 0.0 0.0 0.0
H -5.035 0.241 -5.385 0.0 0.0 0.0
H -3.819 2.374 -5.795 0.0 0.0 0.0
H -1.862 2.929 -4.385 0.0 0.0 0.0
H -1.918 3.628 -1.999 0.0 0.1 0.0
H -0.445 3.686 -1.015 0.0 0.0 0.0
H -2.636 4.755 0.263 0.0 0.0 0.0
H -3.865 4.223 2.370 0.0 0.0 0.0
H -3.928 1.846 3.141 0.0 0.0 0.0
H -3.581 -0.817 1.195 -0.1 0.2 0.0
H -3.215 -0.394 2.883 -0.1 0.1 0.0
H 1.767 -4.156 2.895 0.0 0.0 -0.1
H 1.369 -6.207 1.543 -0.1 0.0 0.0
H 0.903 -5.983 -0.883 0.0 0.0 0.0
H 0.835 -3.748 -1.940 0.0 0.0 0.0
Cl 0.245 4.140 2.323 0.0 0.0 -0.1
C 1.825 3.446 1.970 0.0 -0.4 0.0
Cl 2.726 4.551 0.906 0.0 0.0 -0.1
Cl 2.722 3.267 3.501 0.0 0.0 0.0
C 1.737 2.008 1.240 -0.9 0.5 0.1
O 2.838 1.441 1.225 -2.1 2.3 -0.9
O 0.619 1.710 0.799 1.1 0.2 0.2
C 5.831 -2.550 1.174 0.0 0.1 0.0
N 4.443 -2.511 1.580 0.0 -0.5 -0.1
C 3.751 -1.394 1.743 0.4 0.9 0.1
N 4.331 -0.211 1.690 1.6 -2.2 0.3
S 2.050 -1.386 2.144 -0.2 -0.4 0.1
H 6.115 -3.583 0.999 0.0 0.0 0.0
H 6.483 -2.144 1.952 0.0 0.0 0.0
H 5.988 -1.988 0.250 0.0 0.0 0.0
H 3.915 -3.370 1.629 0.0 0.0 -0.1
H 5.296 -0.129 1.412 0.1 -0.3 0.1
H 3.710 0.601 1.490 0.0 -0.1 0.3
```
Forces are in eV/Å.

As for the spin multiplicity: 4. Its charge is -1. The energy above the lowest of the compared OMol25 structures with the same formula, charge and spin comes out at 23.4 kcal/mol.